1.
A structure of composition C45H44P2Re. Source: OMol25; level of theory: the ωB97M-V functional and the def2-TZVPD basis.

Positions of all 92 atoms, in Å:
Re  3.68254  -3.05588  -2.78620
C  1.79480  0.86626  -0.26393
C  2.62419  1.44351  -1.15960
C  4.11850  1.44193  -1.16788
C  4.82795  0.41625  -0.22054
C  4.31223  -0.90411  0.21498
C  3.29941  -1.17697  1.03818
C  2.71188  -0.23487  1.99281
C  1.82069  0.79874  1.27607
C  2.08048  -4.30472  -2.50549
H  0.72353  1.08129  -0.47615
H  2.16513  1.90130  -2.05370
H  4.45957  2.42465  -0.78415
H  4.44565  1.44071  -2.23293
H  5.76541  0.19438  -0.76501
H  5.00873  0.94526  0.73191
H  4.76492  -1.71314  -0.39460
H  2.80801  -2.14955  0.90635
H  3.47951  0.21459  2.66601
H  2.12793  -0.84572  2.70253
H  0.81559  0.46713  1.60159
H  1.99425  1.77268  1.76105
H  1.19314  -3.65840  -2.82678
H  1.92927  -4.66197  -1.45968
H  2.36261  -5.11695  -3.24072
P  4.90036  -1.68753  -3.95795
P  5.33075  -4.12392  -1.87893
C  6.04340  -1.59500  -2.53325
C  6.51541  -2.69306  -1.83681
C  5.99204  -1.92566  -5.41130
C  7.38344  -1.86061  -5.31333
C  8.15288  -2.14168  -6.44310
C  7.55497  -2.53105  -7.63675
C  6.17281  -2.63105  -7.70117
C  5.38165  -2.36789  -6.58469
C  4.16305  -0.03982  -4.41352
C  2.79916  -0.05014  -4.71000
C  2.16113  1.14505  -5.03831
C  2.91480  2.29722  -5.24354
C  4.29915  2.27185  -5.07175
C  4.94514  1.10664  -4.65174
C  6.43535  -5.46258  -2.57197
C  6.63535  -5.52662  -3.95508
C  7.43778  -6.53088  -4.50074
C  8.01289  -7.51063  -3.69256
C  7.80894  -7.44922  -2.31746
C  7.03090  -6.43645  -1.76038
C  5.08368  -4.86191  -0.18374
C  4.15044  -5.90642  -0.08025
C  3.65659  -6.28796  1.17103
C  4.12349  -5.65921  2.32445
C  5.07648  -4.64174  2.22517
C  5.54209  -4.22322  0.97306
H  6.42128  -0.58129  -2.39752
H  7.44561  -2.65097  -1.25713
H  7.83070  -1.65233  -4.33805
H  9.22738  -2.09455  -6.38008
H  8.16047  -2.78146  -8.50017
H  5.69836  -2.94913  -8.61834
H  4.30594  -2.55352  -6.59184
H  2.28192  -1.02099  -4.70519
H  1.08377  1.16062  -5.13482
H  2.40771  3.20960  -5.54503
H  4.88670  3.15861  -5.28368
H  6.04024  1.06679  -4.55990
H  6.13696  -4.79706  -4.59723
H  7.61782  -6.56496  -5.56813
H  8.62087  -8.30809  -4.12242
H  8.25202  -8.18845  -1.66234
H  6.86531  -6.43280  -0.68656
H  3.76935  -6.37410  -0.99299
H  2.88875  -7.06048  1.24071
H  3.73795  -5.95078  3.29869
H  5.44502  -4.15129  3.12329
H  6.22707  -3.37494  0.88363
C  -2.26493  0.61266  -2.36663
C  -1.19770  0.30178  -3.22981
C  -0.26412  -0.63784  -2.85658
C  -0.34908  -1.27047  -1.59483
C  0.56974  -2.22897  -1.18252
C  0.60629  -2.75108  0.05867
C  -0.43356  -2.41048  0.99331
C  -1.40723  -1.50134  0.64294
C  -1.39768  -0.89307  -0.64300
C  -2.34664  0.05133  -1.09468
H  -3.02438  1.31248  -2.70357
H  -1.12522  0.77893  -4.20040
H  0.56482  -0.95170  -3.49324
H  1.41033  -3.43630  0.33560
H  -0.42522  -2.87786  1.97241
H  -2.18810  -1.23143  1.35572
H  -3.17691  0.31678  -0.43486

Calculated values
molar mass = 833.002 g mol⁻¹
E_HOMO (alpha / beta) = -13.2554 / -13.2100 eV
charge = +2
Kohn-Sham gap (alpha / beta) = 7.05 / 3.80 eV
lowest unoccupied orbital energy (alpha / beta) = -6.21 / -9.41 eV
multiplicity = 4
energy above the lowest of the compared OMol25 structures with the same formula, charge and spin = 112.4 kcal per mole

***

2.
A structure of composition C45H44P2Ru. Source: OMol25; level of theory: the ωB97M-V functional and the def2-TZVPD basis.

Positions of all 92 atoms, in Å:
Ru  0.26106  0.07394  2.16099
C  -2.44200  0.21428  4.37714
C  -2.80829  -0.12213  3.13724
C  -3.42308  0.72772  2.03502
C  -2.49160  1.26662  0.90317
C  -1.15390  1.69091  1.41698
C  -0.90023  2.33912  2.62405
C  -1.81081  2.69540  3.77063
C  -2.00970  1.56461  4.86177
C  1.98718  0.49980  1.40363
H  -2.08243  -0.63529  4.98063
H  -2.60817  -1.18641  2.85846
H  -3.99171  1.57545  2.45626
H  -4.20170  0.10664  1.54117
H  -2.33944  0.51044  0.12634
H  -3.00095  2.11334  0.40396
H  -0.37474  1.74213  0.64849
H  0.08169  2.85351  2.62760
H  -2.80555  3.11337  3.50850
H  -1.25421  3.49471  4.32388
H  -1.04815  1.48710  5.39153
H  -2.69858  1.91059  5.63915
H  2.51819  -0.44942  1.67170
H  2.50909  1.34580  1.85810
H  1.94217  0.60600  0.31317
P  -0.41546  -1.44179  -2.93191
P  1.02990  0.82820  -2.83486
C  -1.39643  -0.00128  -3.40919
C  -0.62022  1.12280  -3.48958
C  -0.71097  -2.56868  -4.47308
C  -1.73317  -2.39715  -5.43129
C  -2.03611  -3.40531  -6.36150
C  -1.22106  -4.53177  -6.48514
C  -0.06604  -4.60571  -5.69796
C  0.18304  -3.63752  -4.71625
C  -1.14357  -2.08167  -1.37090
C  -0.53368  -2.09835  -0.07362
C  -1.16586  -2.74663  0.98024
C  -2.38288  -3.41863  0.77446
C  -3.01738  -3.32472  -0.48747
C  -2.40708  -2.65062  -1.55508
C  1.97802  1.04980  -4.44523
C  1.74647  0.05755  -5.41442
C  2.22586  0.19717  -6.71573
C  3.04505  1.28862  -7.04607
C  3.31224  2.26754  -6.08154
C  2.76908  2.15198  -4.79588
C  1.45660  2.40549  -2.04451
C  2.75319  2.50084  -1.50917
C  3.19274  3.70433  -0.95915
C  2.31579  4.79750  -0.89909
C  1.02081  4.69290  -1.41108
C  0.57647  3.49820  -1.98643
H  -2.44221  -0.06923  -3.71311
H  -0.86757  2.04898  -4.01747
H  -2.32548  -1.48179  -5.46655
H  -2.91722  -3.30800  -6.99420
H  -1.46547  -5.31922  -7.20126
H  0.63325  -5.42769  -5.84913
H  1.09078  -3.72754  -4.11957
H  0.43850  -1.61337  0.14249
H  -0.73019  -2.71751  1.99560
H  -2.81186  -3.98672  1.61558
H  -3.98755  -3.78461  -0.67036
H  -2.90505  -2.58201  -2.53866
H  1.14006  -0.81425  -5.16683
H  1.94988  -0.54540  -7.46719
H  3.46002  1.36428  -8.05653
H  3.93131  3.13357  -6.33909
H  2.96229  2.96289  -4.08478
H  3.41880  1.63614  -1.53953
H  4.21428  3.78681  -0.59234
H  2.64942  5.73708  -0.44879
H  0.33428  5.54639  -1.37435
H  -0.42675  3.41743  -2.40761
C  0.94540  -3.10806  6.88705
C  0.93872  -3.36540  5.50521
C  0.97313  -2.32644  4.58010
C  1.01439  -1.00262  5.00026
C  0.92565  0.12055  4.09630
C  1.25973  1.39174  4.59953
C  1.45686  1.60926  5.98435
C  1.47575  0.55843  6.88366
C  1.20738  -0.74394  6.42316
C  1.15070  -1.81640  7.34660
H  0.79934  -3.92906  7.59212
H  0.94668  -4.38680  5.12590
H  1.00069  -2.47201  3.50168
H  1.35194  2.22526  3.90134
H  1.60402  2.62322  6.35870
H  1.74160  0.75554  7.92842
H  1.25498  -1.58085  8.41119

Calculated values
molar mass = 747.865 g mol⁻¹
E_HOMO (alpha / beta) = -12.6837 / -12.8572 eV
charge = +2
Kohn-Sham gap (alpha / beta) = 7.15 / 5.37 eV
lowest unoccupied orbital energy (alpha / beta) = -5.53 / -7.49 eV
multiplicity = 5
energy above the lowest of the compared OMol25 structures with the same formula, charge and spin = 15.1 kcal per mole

***

3.
A structure of composition C45H46BaN8O3. Source: OMol25; level of theory: the ωB97M-V functional and the def2-TZVPD basis.

Positions of all 103 atoms, in Å:
Ba  -0.87348  0.75164  0.04969
C  -3.71703  2.83306  -0.41245
N  -3.45707  1.75801  0.66260
C  -3.23803  2.34176  2.00698
C  -2.10294  3.33760  2.08425
C  -2.12850  4.30091  3.10067
C  -1.12673  5.21963  3.18953
C  -0.07405  5.14830  2.32819
C  -0.09464  4.12813  1.35573
N  -1.08349  3.26396  1.20930
C  -4.57817  0.82562  0.68059
C  -4.38961  -0.39934  -0.13056
C  -5.40474  -0.96012  -0.93205
C  -5.20650  -2.15696  -1.51281
C  -3.96942  -2.78817  -1.34888
C  -3.03418  -2.16664  -0.57463
N  -3.19374  -1.02188  0.03266
C  -3.29344  2.43037  -1.80431
C  -4.18563  2.58261  -2.86645
C  -3.70346  2.54503  -4.19375
C  -2.46885  2.06560  -4.40822
C  -1.76683  1.42361  -3.25081
N  -2.04488  2.05878  -1.92826
H  -3.16762  3.72111  -0.13669
H  -4.78900  3.04238  -0.33172
H  -2.89215  1.51896  2.60900
H  -4.21072  2.71230  2.39224
H  -2.95309  4.30870  3.77253
H  -1.10521  5.95390  3.97386
H  0.73201  5.83267  2.37526
H  0.75022  4.04515  0.67755
H  -5.57097  1.33147  0.47707
H  -4.72851  0.49833  1.71479
H  -6.34541  -0.48909  -1.03002
H  -5.97346  -2.53914  -2.13703
H  -3.66057  -3.70137  -1.83130
H  -2.10691  -2.74804  -0.43780
H  -5.24012  2.81944  -2.62221
H  -4.21668  2.96391  -5.05641
H  -1.88955  2.05409  -5.36610
H  -0.71041  1.51202  -3.46706
C  6.27613  -0.50315  0.05058
O  6.26742  -1.93181  0.10511
C  5.39011  -2.43745  1.00151
C  4.54043  -1.73362  1.82019
C  3.87843  -2.40375  2.85359
C  3.93175  -3.80008  2.96261
C  4.67099  -4.50738  2.00203
C  5.32528  -3.84508  1.00520
N  3.34776  -4.45863  4.08152
N  2.21074  -4.19768  4.55859
C  1.35381  -3.28877  3.87264
C  0.64155  -2.44806  4.68496
C  -0.17468  -1.38501  4.22728
C  -0.26151  -1.18743  2.85946
O  -0.83310  -0.12915  2.44344
C  0.33225  -2.21521  1.98106
N  0.12632  -2.10634  0.65224
C  0.54675  -3.05478  -0.15695
C  1.02280  -4.29305  0.27167
C  1.24270  -4.38863  1.61175
C  1.00877  -3.33653  2.50152
H  6.97346  -0.20220  -0.69181
H  6.58444  -0.10883  1.02452
H  5.24168  -0.17034  -0.23704
H  4.48760  -0.64960  1.85447
H  3.25030  -1.80580  3.50784
H  4.80602  -5.59293  2.11933
H  5.94886  -4.42019  0.30221
H  0.71929  -2.52367  5.76296
H  -0.61463  -0.70099  4.93665
H  0.48411  -2.89461  -1.21822
H  1.21690  -5.09196  -0.48468
H  1.62690  -5.34399  1.93518
C  3.99344  2.53783  -0.64900
N  3.63281  2.46330  0.79950
C  4.30672  3.31188  1.76386
C  2.53407  1.82164  1.14704
C  2.23765  1.55448  2.64331
O  1.77372  1.40376  0.30024
H  3.66568  1.64561  -1.11746
H  5.09510  2.64324  -0.81032
H  3.49968  3.40806  -1.12821
H  5.34992  3.25672  1.55511
H  4.02618  2.96102  2.75628
H  3.90918  4.39355  1.65035
H  1.85232  2.46671  3.10760
H  3.09772  1.31583  3.26533
H  1.52332  0.73113  2.72639
C  -2.05179  -0.11794  -3.12876
C  -1.56889  -0.85549  -4.34100
C  -2.40948  -0.92621  -5.44282
C  -2.00932  -1.58011  -6.60024
C  -0.78527  -2.27557  -6.66500
C  0.08687  -2.16193  -5.56386
C  -0.35850  -1.48834  -4.43772
H  -1.57664  -0.61451  -2.32925
H  -3.10002  -0.23585  -2.98855
H  -3.33048  -0.38045  -5.43445
H  -2.56427  -1.50064  -7.51524
H  -0.56261  -2.81596  -7.55933
H  1.03199  -2.71686  -5.52841
H  0.34486  -1.44651  -3.58973

Calculated values
molar mass = 884.244 g mol⁻¹
E_HOMO (alpha / beta) = -5.6295 / -5.6297 eV
charge = 0
Kohn-Sham gap (alpha / beta) = 5.68 / 5.73 eV
lowest unoccupied orbital energy (alpha / beta) = 0.05 / 0.10 eV
multiplicity = 1
energy above the lowest of the compared OMol25 structures with the same formula, charge and spin = 11.2 kcal per mole

***

4.
A structure of composition C45H47GdN7O2SSi. Source: OMol25; level of theory: the ωB97M-V functional and the def2-TZVPD basis.

Positions of all 104 atoms, in Å:
Gd  -0.11738  -0.97648  0.58454
C  -0.81148  -3.62258  3.13134
N  -1.57568  -3.52398  1.88404
C  -1.38648  -4.74798  1.09714
C  -0.14788  -4.81938  0.20124
C  1.20992  -4.63248  0.87844
N  1.59062  -3.24068  0.87354
C  2.79982  -2.97168  0.53704
C  3.41702  -1.68898  0.66424
C  4.63902  -1.39868  0.04484
C  5.29102  -0.20848  0.26284
C  4.74552  0.70782  1.16804
C  3.56722  0.44602  1.81094
C  2.80602  -0.73308  1.54784
O  1.68382  -0.95688  2.10694
C  -3.01968  -3.38668  2.13804
C  -3.48198  -2.12558  2.87754
C  -3.57818  -0.84408  2.01204
N  -2.85288  -0.98078  0.77154
C  -3.57778  -0.91238  -0.29116
C  -3.21368  -1.25478  -1.62186
C  -4.09228  -0.93778  -2.66606
C  -3.84648  -1.32348  -3.95856
C  -2.69218  -2.06388  -4.23496
C  -1.81678  -2.40228  -3.24266
C  -2.01698  -1.99868  -1.89006
O  -1.20438  -2.33058  -0.96716
H  -1.33198  -3.12418  3.94694
H  0.17292  -3.16548  3.01004
H  -0.68348  -4.67268  3.44444
H  -2.23668  -4.84658  0.41734
H  -1.40388  -5.62828  1.77434
H  -0.24998  -4.04878  -0.56696
H  -0.18048  -5.79318  -0.29746
H  1.96692  -5.25728  0.36434
H  1.18142  -4.97238  1.92234
H  3.46582  -3.78518  0.19264
H  5.06512  -2.12018  -0.64166
H  6.21262  0.02192  -0.25516
H  5.26932  1.63752  1.35744
H  3.14432  1.16222  2.50194
H  -3.38108  -4.26098  2.71614
H  -3.51448  -3.39848  1.16374
H  -2.83458  -1.92898  3.72744
H  -4.47998  -2.33448  3.27564
H  -3.18868  0.00692  2.58124
H  -4.64788  -0.63558  1.81384
H  -4.63878  -0.61358  -0.18876
H  -4.98248  -0.36658  -2.43066
H  -4.52808  -1.05588  -4.75406
H  -2.49468  -2.37048  -5.25366
H  -0.92248  -2.96858  -3.46436
N  0.51712  8.78542  5.27414
C  0.42402  7.78662  4.71524
C  0.30862  6.55522  4.03934
C  1.33792  5.61512  4.12674
C  1.20292  4.40912  3.47574
C  0.05762  4.11032  2.73704
C  -0.96128  5.05162  2.65284
C  -0.83748  6.26722  3.29664
C  -0.02508  2.76062  2.12664
C  0.74382  2.55372  0.99114
C  1.52612  3.57382  0.36414
C  2.29502  2.94722  -0.57426
C  1.95182  1.57652  -0.50076
N  1.01532  1.33312  0.39954
C  -0.64488  1.79972  2.93264
C  -1.14618  2.08112  4.23724
C  -1.34898  0.86742  4.84434
C  -0.98218  -0.09718  3.88484
N  -0.61368  0.43632  2.72804
H  2.22552  5.84102  4.70174
H  1.98342  3.66742  3.53744
H  -1.85258  4.82612  2.08744
H  -1.62188  7.00722  3.23964
H  1.50612  4.61852  0.61254
H  3.02912  3.37392  -1.23366
H  2.39612  0.78622  -1.08556
H  -1.31038  3.05752  4.65514
H  -1.71608  0.67872  5.83894
H  -0.92178  -1.15648  4.03774
C  -1.32748  1.03682  -5.56656
Si  0.35392  1.56262  -4.83106
C  1.53692  1.84052  -6.31846
C  0.28402  3.25162  -3.95576
C  1.06362  0.12452  -3.84566
C  2.05862  -0.69958  -4.31996
C  2.49442  -1.78228  -3.55766
C  1.94312  -1.94998  -2.30626
N  1.02752  -1.14468  -1.77856
C  0.53232  -0.15248  -2.56246
S  -0.76218  0.75692  -1.95066
H  -1.74288  1.79702  -6.22416
H  -2.03668  0.84232  -4.76856
H  -1.21968  0.11902  -6.14026
H  1.20442  2.68072  -6.91946
H  1.57972  0.97542  -6.97156
H  2.54742  2.05782  -5.98746
H  0.03052  4.04632  -4.65236
H  1.24112  3.49452  -3.50576
H  -0.45318  3.23632  -3.16336
H  2.50142  -0.51808  -5.28866
H  3.25242  -2.46098  -3.92076
H  2.25612  -2.77968  -1.68386

Calculated values
molar mass = 935.321 g mol⁻¹
E_HOMO (alpha / beta) = -3.0129 / -4.2915 eV
charge = -1
Kohn-Sham gap (alpha / beta) = 5.46 / 4.56 eV
lowest unoccupied orbital energy (alpha / beta) = 2.44 / 0.27 eV
multiplicity = 8

***

Going through the records in order, we get calculated total energy values of -2501.211993, -2517.954459, -2431.619936, -3730.140133 Ha.
Going through the records in order, we get maximum force values of 0.09313, 0.06603, 0.04570, 0.03349 Eh/bohr.